Record 1
{
  "formula": "C4H6N2OS2",
  "method": "wB97M-V/def2-TZVPD",
  "homo_energy_ev": -8.10,
  "relative_energy_kcal_mol": 55.0,
  "lumo_energy_ev": 0.5,
  "max_force_ev_per_a": 3.2,
  "multiplicity": 1,
  "orbital_gap_ev": 8.58,
  "symbols": ["C", "C", "C", "C", "N", "N", "O", "S", "S", "H", "H", "H", "H", "H", "H"],
  "coordinates": [[1.506, 1.332, 0.030], [2.584, 0.538, 0.245], [0.404, 0.390, -0.196], [-1.744, -1.926, 0.593], [0.651, -0.859, -0.255], [-2.113, -1.685, -0.590], [-1.052, 2.451, -0.095], [2.233, -1.120, 0.069], [-1.255, 0.833, -0.468], [1.553, 2.458, 0.016], [3.684, 0.793, 0.221], [-2.437, -1.971, 1.376], [-0.769, -2.297, 0.786], [-1.448, -1.869, -1.415], [-1.796, 2.931, -0.316]]
}

Record 2
{
  "formula": "C4H6N2S",
  "method": "wB97M-V/def2-TZVPD",
  "homo_energy_ev": -8.71,
  "smiles": "SN1C=N[C@H]2C[C@H]21",
  "relative_energy_kcal_mol": 50.5,
  "lumo_energy_ev": 0.7,
  "max_force_ev_per_a": 1.6,
  "multiplicity": 1,
  "orbital_gap_ev": 9.40,
  "symbols": ["S", "N", "C", "N", "C", "C", "C", "H", "H", "H", "H", "H", "H"],
  "coordinates": [[-2.114, -0.215, 0.134], [-0.482, 0.105, -0.199], [0.130, 1.300, 0.163], [1.379, 1.325, 0.036], [1.793, 0.026, -0.309], [1.535, -1.153, 0.619], [0.559, -0.849, -0.482], [-2.675, -0.084, -1.133], [-0.560, 2.097, 0.445], [2.650, -0.074, -0.973], [2.262, -1.962, 0.394], [1.315, -0.928, 1.647], [0.467, -1.556, -1.334]]
}

Record 3
{
  "formula": "C4H6N2S",
  "method": "wB97M-V/def2-TZVPD",
  "homo_energy_ev": -8.77,
  "smiles": "[H]/N=C(\\C#CC)NS",
  "relative_energy_kcal_mol": 88.8,
  "lumo_energy_ev": 0.6,
  "max_force_ev_per_a": 3.9,
  "multiplicity": 1,
  "orbital_gap_ev": 9.37,
  "symbols": ["H", "N", "C", "C", "C", "C", "N", "S", "H", "H", "H", "H", "H"],
  "coordinates": [[-0.069, 2.452, -0.064], [0.608, 1.660, -0.048], [0.111, 0.508, 0.107], [-1.271, 0.097, 0.170], [-2.449, -0.173, -0.078], [-3.887, -0.374, -0.125], [1.007, -0.587, 0.208], [2.673, -0.509, -0.178], [-4.430, 0.079, 0.767], [-3.961, -1.587, 0.133], [-4.512, -0.148, -1.068], [0.756, -1.336, 0.886], [3.115, 0.816, 0.622]]
}

Record 4
{
  "formula": "C4H6N2S",
  "method": "wB97M-V/def2-TZVPD",
  "homo_energy_ev": -7.89,
  "smiles": "[H]/N=c1/ccsn1C",
  "relative_energy_kcal_mol": 60.3,
  "lumo_energy_ev": 0.6,
  "max_force_ev_per_a": 4.8,
  "multiplicity": 1,
  "orbital_gap_ev": 8.53,
  "symbols": ["H", "N", "C", "C", "C", "S", "N", "C", "H", "H", "H", "H", "H"],
  "coordinates": [[1.596, -1.353, 0.133], [1.183, -1.317, 1.027], [0.318, -0.363, 1.037], [-0.497, 0.084, 2.191], [-1.377, 1.014, 1.894], [-1.212, 1.659, 0.253], [0.122, 0.588, 0.037], [0.446, 0.201, -1.660], [-0.661, -0.516, 3.107], [-2.031, 1.509, 2.661], [-0.011, -0.854, -1.691], [0.089, 0.982, -2.314], [1.513, 0.173, -1.724]]
}

Record 5
{
  "formula": "C4H6N2S",
  "method": "wB97M-V/def2-TZVPD",
  "homo_energy_ev": -9.42,
  "relative_energy_kcal_mol": 59.1,
  "lumo_energy_ev": 0.4,
  "max_force_ev_per_a": 5.4,
  "multiplicity": 1,
  "orbital_gap_ev": 9.77,
  "symbols": ["C", "C", "C", "C", "N", "N", "S", "H", "H", "H", "H", "H", "H"],
  "coordinates": [[-0.120, -1.638, 0.947], [-1.324, 0.154, -0.179], [1.764, 0.524, -0.753], [-0.474, -0.266, 0.926], [0.212, -2.709, 0.849], [-2.384, 0.807, 0.088], [1.214, 0.617, 0.982], [-0.945, -0.193, -1.105], [1.258, 1.284, -1.401], [1.795, -0.557, -1.065], [2.877, 0.845, -0.630], [-1.078, 0.023, 2.096], [-2.796, 1.109, -0.755]]
}

Record 6
{
  "formula": "C4H6N2S",
  "method": "wB97M-V/def2-TZVPD",
  "homo_energy_ev": -8.67,
  "smiles": "[H]/N=C1/CCC=NS1",
  "relative_energy_kcal_mol": 53.7,
  "lumo_energy_ev": 0.8,
  "max_force_ev_per_a": 4.9,
  "multiplicity": 1,
  "orbital_gap_ev": 9.47,
  "symbols": ["H", "N", "C", "C", "C", "C", "N", "S", "H", "H", "H", "H", "H"],
  "coordinates": [[1.767, 2.645, 0.655], [0.791, 2.397, 0.353], [0.490, 1.267, -0.064], [-0.744, 0.618, -0.570], [-0.816, -0.657, 0.286], [0.124, -1.777, 0.047], [1.338, -1.546, -0.108], [2.044, -0.074, -0.169], [-1.611, 1.148, -0.454], [-0.561, 0.167, -1.638], [-1.813, -0.968, 0.098], [-0.763, -0.391, 1.422], [-0.245, -2.829, 0.141]]
}